1.
The following is a DFT calculation (ωB97M-V with the def2-TZVPD basis set) of 5 unconnected molecules or ions with the total composition C21H32F12NO16PS in a non-equilibrium geometry.

Output
Charge = 0
SMILES = NC[C@@H](O)C[C@H]1OS(=O)(=O)O[C@H]1P(=O)(O)O.CCOC(=O)C(F)(F)F.CCOC(=O)C(F)(F)F.CCOC(=O)C(F)(F)F.CCOC(=O)C(F)(F)F

Element x y z (Å)
N1 2.951 2.192 2.115
C1 1.663 1.921 2.917
C2 1.002 0.463 2.483
O1 1.987 -0.569 2.946
C3 -0.467 0.249 3.253
C4 -1.658 0.248 2.125
O2 -2.264 -1.110 2.327
S1 -3.991 -1.004 2.478
O3 -4.449 -1.221 0.992
O4 -4.661 -2.059 3.440
O5 -4.061 0.614 3.070
C5 -2.963 1.226 2.295
P1 -2.743 3.079 2.694
O6 -1.429 3.742 2.119
O7 -4.112 3.911 1.926
O8 -2.935 3.284 4.412
H1 3.228 3.189 2.348
H2 2.637 2.229 1.112
H3 1.846 1.912 4.073
H4 0.947 2.816 2.674
H5 0.928 0.337 1.319
H6 2.782 -0.583 2.314
H7 -0.626 0.989 4.145
H8 -0.405 -0.841 3.733
H9 -1.250 0.138 1.029
H10 -3.421 1.244 1.195
H11 -4.264 3.376 1.076
H12 -3.297 4.203 4.604
C6 -3.167 -1.234 -3.881
C7 -4.174 -0.101 -3.966
O9 -4.052 0.768 -2.829
C8 -3.058 1.710 -2.894
O10 -2.293 1.833 -3.846
C9 -3.072 2.594 -1.648
F1 -3.212 1.879 -0.494
F2 -4.103 3.489 -1.666
F3 -1.934 3.328 -1.500
H13 -3.268 -1.767 -2.930
H14 -3.311 -1.941 -4.702
H15 -2.142 -0.855 -3.925
H16 -5.189 -0.511 -3.945
H17 -4.073 0.461 -4.901
C10 7.370 4.068 -2.722
C11 6.305 3.237 -3.413
O11 5.355 2.739 -2.459
C12 4.365 3.609 -2.083
O12 4.263 4.756 -2.510
C13 3.401 2.937 -1.106
F4 4.043 2.228 -0.133
F5 2.570 2.054 -1.732
F6 2.594 3.823 -0.457
H18 7.843 3.496 -1.918
H19 8.138 4.382 -3.434
H20 6.937 4.963 -2.264
H21 6.770 2.364 -3.884
H22 5.803 3.801 -4.208
C14 4.100 -2.057 4.585
C15 4.784 -0.703 4.643
O13 5.939 -0.757 5.493
C16 7.083 -1.258 4.927
O14 7.155 -1.652 3.766
C17 8.241 -1.212 5.922
F7 7.888 -1.653 7.164
F8 8.721 0.054 6.092
F9 9.304 -1.974 5.539
H23 3.864 -2.412 5.594
H24 3.176 -2.000 4.004
H25 4.751 -2.809 4.128
H26 4.101 0.032 5.080
H27 5.050 -0.341 3.643
C18 -5.404 -6.744 -3.409
C19 -6.707 -6.249 -4.008
O15 -6.574 -4.890 -4.451
C20 -5.995 -4.709 -5.681
O16 -5.596 -5.629 -6.390
C21 -5.962 -3.226 -6.048
F10 -5.548 -2.436 -5.016
F11 -7.192 -2.761 -6.412
F12 -5.128 -2.953 -7.090
H28 -5.067 -6.073 -2.612
H29 -5.524 -7.750 -2.998
H30 -4.608 -6.769 -4.160
H31 -7.489 -6.258 -3.242
H32 -7.049 -6.895 -4.825

Population analysis type Mulliken, resulting atomic charges in e: -0.403 -0.449 0.016 -0.506 -0.937 0.481 -0.396 0.976 -0.488 -0.527 -0.514 0.416 0.894 -0.573 -0.525 -0.512 0.287 0.018 0.244 0.261 0.236 0.350 0.332 0.271 0.292 0.245 0.331 0.345 -1.099 -0.071 -0.327 0.265 -0.536 0.983 -0.509 -0.282 -0.225 0.282 0.318 0.381 0.300 0.302 -1.113 -0.181 -0.308 0.056 -0.518 1.293 -0.284 -0.268 -0.235 0.300 0.377 0.313 0.316 0.319 -1.025 -0.023 -0.310 0.364 -0.513 0.815 -0.238 -0.245 -0.237 0.303 0.287 0.321 0.206 0.300 -1.104 -0.195 -0.316 0.350 -0.512 0.870 -0.222 -0.258 -0.258 0.293 0.373 0.317 0.325 0.323

2.
The following is a DFT calculation (ωB97M-V with the def2-TZVPD basis set) of a molecular structure, C5H19AlCl2F2Li2N2O8SSi2 in a non-equilibrium geometry.

Output
Charge = 0

Element x y z (Å)
N1 2.202 4.384 0.061
C1 2.181 2.982 -0.424
Si1 1.817 1.922 1.096
C2 0.096 2.280 1.719
C3 -1.075 1.508 1.089
C4 -0.922 1.097 -0.372
S1 -2.572 0.535 -0.946
O1 2.020 0.286 0.773
Si2 3.549 -0.269 0.483
H1 3.123 4.563 0.445
H2 2.084 5.035 -0.706
H3 3.160 2.728 -0.848
H4 1.418 2.870 -1.196
H5 2.806 2.297 2.137
H6 0.118 2.026 2.779
H7 -0.111 3.349 1.681
H8 -1.922 2.197 1.126
H9 -1.382 0.645 1.680
H10 -0.261 0.237 -0.507
H11 -0.675 1.934 -1.025
H12 -3.389 1.452 -0.376
H13 4.160 -0.727 1.743
H14 3.513 -1.343 -0.536
H15 4.401 0.824 -0.036
Li1 -1.326 -0.440 -3.213
O2 -4.329 1.011 2.902
H16 -3.954 0.741 2.038
C5 2.919 -4.607 -1.757
N2 1.974 -4.538 -2.904
O3 2.395 -4.229 -3.994
O4 0.801 -4.804 -2.663
H17 3.907 -4.349 -2.117
H18 2.570 -3.900 -1.009
H19 2.889 -5.623 -1.374
Li2 -0.971 -3.383 -3.470
Cl1 -1.979 2.658 3.714
Al1 -4.696 2.256 -1.504
F1 -2.533 -2.212 -1.878
O5 -2.021 -2.584 1.036
Cl2 -3.275 -2.363 1.720
O6 -3.674 -0.962 1.516
O7 -3.097 -2.596 3.130
O8 -4.283 -3.235 1.201
F2 -5.655 0.346 -1.211

Population analysis type natural (NBO), resulting atomic charges in e: -0.842 -0.694 1.658 -0.911 -0.423 -0.540 0.029 -1.240 1.236 0.358 0.359 0.193 0.201 -0.214 0.276 0.264 0.216 0.261 0.235 0.197 0.030 -0.186 -0.233 -0.212 0.934 -0.357 0.461 -0.485 0.547 -0.340 -0.458 0.240 0.257 0.256 0.944 -0.268 0.830 -0.903 -0.852 2.546 -0.865 -0.838 -0.825 -0.841

3.
The following is a DFT calculation (ωB97M-V with the def2-TZVPD basis set) of a single C24H27N3O5S2 molecule in a non-equilibrium geometry.

Output
Charge = 0
SMILES = COCCN(CCOC)S(=O)(=O)c1ccc(C(=O)Nc2nc3c(s2)CCc2ccccc2-3)cc1

Element x y z (Å)
C1 1.599 1.082 -1.734
O1 1.401 1.931 -0.635
C2 2.326 1.703 0.407
C3 2.050 2.642 1.587
N1 0.839 2.361 2.311
C4 -0.430 2.707 1.718
C5 -0.689 4.223 1.768
O2 0.103 5.001 0.907
C6 -0.219 4.882 -0.460
S1 0.871 1.229 3.512
O3 2.136 1.341 4.177
O4 -0.338 1.373 4.269
C7 0.817 -0.378 2.701
C8 1.997 -1.072 2.512
C9 1.972 -2.287 1.852
C10 0.766 -2.791 1.369
C11 0.801 -4.118 0.699
O5 1.315 -5.095 1.192
N2 0.244 -4.225 -0.561
C12 -0.245 -3.274 -1.411
N3 -0.580 -2.070 -1.135
C13 -1.034 -1.404 -2.236
C14 -1.033 -2.121 -3.400
S2 -0.451 -3.725 -3.119
C15 -1.531 -1.572 -4.690
C16 -1.278 -0.061 -4.702
C17 -1.748 0.601 -3.432
C18 -2.303 1.869 -3.436
C19 -2.691 2.474 -2.251
C20 -2.516 1.819 -1.044
C21 -1.948 0.558 -1.019
C22 -1.568 -0.055 -2.206
C23 -0.421 -2.104 1.600
C24 -0.391 -0.892 2.270
H1 1.440 0.032 -1.456
H2 2.612 1.191 -2.141
H3 0.870 1.373 -2.487
H4 2.265 0.653 0.730
H5 3.348 1.889 0.039
H6 2.864 2.548 2.307
H7 1.998 3.671 1.224
H8 -1.192 2.222 2.328
H9 -0.482 2.342 0.689
H10 -1.755 4.399 1.553
H11 -0.463 4.584 2.774
H12 0.058 3.903 -0.862
H13 -1.289 5.051 -0.626
H14 0.351 5.655 -0.972
H15 2.912 -0.655 2.903
H16 2.878 -2.854 1.706
H17 0.346 -5.153 -0.960
H18 -2.606 -1.772 -4.777
H19 -1.035 -2.048 -5.536
H20 -0.200 0.115 -4.800
H21 -1.768 0.391 -5.565
H22 -2.438 2.388 -4.374
H23 -3.135 3.458 -2.275
H24 -2.830 2.288 -0.124
H25 -1.798 0.029 -0.091
H26 -1.359 -2.522 1.274
H27 -1.297 -0.348 2.486

Population analysis type natural (NBO), resulting atomic charges in e: -0.244 -0.560 -0.079 -0.258 -0.693 -0.281 -0.066 -0.542 -0.262 2.329 -0.941 -0.941 -0.231 -0.229 -0.163 -0.139 0.678 -0.559 -0.627 0.278 -0.482 0.077 -0.193 0.359 -0.428 -0.410 -0.017 -0.201 -0.210 -0.208 -0.207 0.003 -0.135 -0.241 0.173 0.166 0.195 0.173 0.171 0.239 0.238 0.234 0.226 0.162 0.202 0.191 0.159 0.192 0.246 0.231 0.421 0.219 0.225 0.215 0.221 0.211 0.215 0.214 0.223 0.229 0.237

4.
The following is a DFT calculation (ωB97M-V with the def2-TZVPD basis set) of a molecular structure, C5H17AsBrOSi.

Output
Charge = -1

Element x y z (Å)
C1 -0.373 -3.328 0.884
Si1 0.059 -1.843 -0.157
C2 -1.080 -1.776 -1.636
C3 1.845 -1.979 -0.736
O1 -0.149 -0.528 0.791
C4 -0.166 0.797 0.214
C5 -0.017 1.856 1.243
As1 0.091 3.700 0.385
Br1 -2.617 3.701 0.402
H1 0.316 -3.472 1.720
H2 -0.342 -4.224 0.254
H3 -1.384 -3.240 1.292
H4 -0.662 -1.150 -2.430
H5 -2.052 -1.350 -1.367
H6 -1.252 -2.776 -2.051
H7 2.346 -2.839 -0.282
H8 1.909 -2.086 -1.823
H9 2.409 -1.087 -0.455
H10 0.646 0.860 -0.528
H11 -1.103 0.938 -0.334
H12 0.904 1.740 1.823
H13 -0.878 1.892 1.911
H14 -0.071 3.062 -1.045
H15 -0.034 5.129 -0.233
H16 0.002 4.307 1.829
H17 1.651 3.697 0.329

Population analysis type natural (NBO), resulting atomic charges in e: -1.133 1.913 -1.154 -1.150 -0.905 -0.082 -0.723 0.664 -0.735 0.234 0.221 0.239 0.238 0.247 0.226 0.228 0.228 0.246 0.152 0.193 0.193 0.226 -0.165 -0.117 -0.151 -0.131

no.,HOMO-LUMO gap (eV),DFT total energy (Eh),LUMO level (eV)
1,9.1,-4015.81591,-0.486
2,4.4,-3267.53736,-3.850
3,8.4,-2267.58762,0.117
4,7.0,-5375.23807,2.967